[1]
The following is a DFT calculation (the ωB97M-V functional and the def2-TZVPD basis) of 11 unconnected molecules or ions with the total composition C48H88F18N16P3.

Calculated values
Charge: +5
HOMO-LUMO gap in eV: 7.98
2S+1: 1
Relative energy (zero: lowest compared OMol25 entry of this formula, charge and spin) in kJ/mol: 0.0

CARTESIAN COORDINATES (ANGSTROEM)
C1 3.123 -2.959 -6.516
C2 1.780 -3.740 -6.580
N1 1.921 -5.132 -6.223
C3 2.788 -6.045 -6.730
C4 2.370 -7.307 -6.349
N2 1.351 -7.107 -5.395
C5 1.064 -5.779 -5.390
C6 0.531 -8.145 -4.895
H1 3.050 -2.018 -7.061
H2 4.047 -3.386 -6.905
H3 3.379 -2.598 -5.520
H4 1.467 -3.730 -7.623
H5 1.018 -3.246 -5.978
H6 3.640 -5.851 -7.364
H7 2.795 -8.250 -6.660
H8 0.150 -5.396 -4.961
H9 0.788 -8.199 -3.836
H10 0.789 -9.152 -5.223
H11 -0.536 -7.966 -5.023
C7 9.933 0.107 8.085
C8 9.751 -1.336 7.492
N3 9.930 -1.317 6.087
C9 11.074 -1.753 5.299
C10 10.697 -1.659 4.008
N4 9.339 -1.398 3.930
C11 8.943 -1.079 5.210
C12 8.600 -1.368 2.746
H12 10.847 0.496 7.635
H13 10.017 0.135 9.171
H14 9.073 0.735 7.851
H15 8.748 -1.683 7.741
H16 10.645 -1.798 7.909
H17 11.962 -1.978 5.871
H18 11.186 -2.034 3.121
H19 7.924 -0.804 5.438
H20 8.303 -0.319 2.750
H21 7.714 -2.003 2.731
H22 9.159 -1.736 1.886
C13 -0.905 7.684 -11.352
C14 -1.322 8.149 -9.933
N5 -1.822 7.054 -9.133
C15 -2.967 6.300 -9.402
C16 -3.050 5.195 -8.485
N6 -1.973 5.298 -7.667
C17 -1.269 6.422 -8.098
C18 -1.535 4.478 -6.514
H23 -1.731 7.074 -11.717
H24 -0.043 7.022 -11.432
H25 -0.874 8.523 -12.048
H26 -2.130 8.876 -10.024
H27 -0.545 8.680 -9.383
H28 -3.578 6.524 -10.264
H29 -3.709 4.340 -8.453
H30 -0.375 6.802 -7.627
H31 -0.449 4.489 -6.420
H32 -1.897 3.455 -6.614
H33 -1.898 4.943 -5.597
C19 -4.020 -2.738 6.012
C20 -5.519 -3.096 5.762
N7 -6.215 -2.145 4.890
C21 -6.309 -0.761 5.030
C22 -6.917 -0.311 3.885
N8 -7.510 -1.345 3.257
C23 -7.008 -2.519 3.806
C24 -8.287 -1.315 1.989
H34 -3.612 -3.529 6.642
H35 -3.876 -1.852 6.630
H36 -3.446 -2.707 5.086
H37 -6.107 -3.141 6.678
H38 -5.537 -4.094 5.324
H39 -5.736 -0.228 5.775
H40 -6.975 0.702 3.516
H41 -7.210 -3.552 3.567
H42 -8.646 -0.301 1.812
H43 -9.066 -2.076 2.034
H44 -7.655 -1.512 1.122
C25 4.545 6.494 2.509
C26 4.469 5.049 1.984
N9 5.630 4.593 1.218
C27 6.951 4.851 1.591
C28 7.746 4.328 0.631
N10 6.961 3.866 -0.424
C29 5.679 4.012 -0.034
C30 7.472 3.417 -1.698
H45 4.357 7.092 1.617
H46 5.474 6.795 2.993
H47 3.674 6.662 3.143
H48 3.644 4.841 1.303
H49 4.466 4.339 2.812
H50 7.136 5.252 2.577
H51 8.824 4.273 0.609
H52 4.804 3.898 -0.657
H53 7.210 4.188 -2.423
H54 7.008 2.476 -1.993
H55 8.558 3.351 -1.640
C31 -3.157 8.121 1.284
C32 -3.284 8.227 2.798
N11 -2.791 6.993 3.589
C33 -1.971 6.010 3.149
C34 -1.858 5.100 4.191
N12 -2.398 5.666 5.325
C35 -3.105 6.713 4.883
C36 -2.335 5.201 6.660
H56 -2.132 8.287 0.953
H57 -3.747 8.908 0.814
H58 -3.604 7.181 0.961
H59 -4.279 8.499 3.152
H60 -2.654 9.029 3.184
H61 -1.513 6.034 2.171
H62 -1.178 4.272 4.324
H63 -3.822 7.249 5.487
H64 -3.322 5.187 7.123
H65 -1.596 5.770 7.223
H66 -1.856 4.222 6.654
C37 1.659 -6.816 3.225
C38 1.523 -7.428 1.838
N13 1.135 -8.799 1.852
C39 1.886 -9.861 1.413
C40 1.039 -11.008 1.341
N14 -0.140 -10.701 2.018
C41 -0.062 -9.304 2.290
C42 -1.284 -11.556 2.177
H67 1.792 -5.735 3.197
H68 2.503 -7.256 3.756
H69 0.756 -7.052 3.788
H70 2.434 -7.214 1.279
H71 0.658 -7.071 1.279
H72 2.894 -9.668 1.077
H73 1.120 -11.962 0.841
H74 -0.923 -8.782 2.681
H75 -1.145 -12.130 3.093
H76 -1.405 -12.281 1.372
H77 -2.194 -10.966 2.281
C43 -7.369 4.657 -3.639
C44 -7.293 3.370 -2.716
N15 -6.974 2.133 -3.426
C45 -6.064 1.053 -3.137
C46 -6.123 0.127 -4.147
N16 -7.137 0.516 -5.008
C47 -7.637 1.745 -4.548
C48 -7.740 -0.233 -6.059
H78 -7.491 5.573 -3.060
H79 -8.245 4.547 -4.279
H80 -6.540 4.741 -4.343
H81 -8.272 3.095 -2.324
H82 -6.638 3.450 -1.848
H83 -5.429 1.076 -2.264
H84 -5.709 -0.863 -4.272
H85 -8.479 2.267 -4.980
H86 -6.977 -0.833 -6.555
H87 -8.203 0.475 -6.745
H88 -8.518 -0.935 -5.757
P1 0.567 -0.370 -0.256
F1 -0.446 -1.049 0.836
F2 -0.393 0.970 -0.184
F3 1.430 0.322 0.891
F4 1.603 0.287 -1.348
F5 1.618 -1.691 -0.326
F6 -0.354 -1.050 -1.428
P2 3.256 1.702 8.084
F7 1.883 0.858 8.217
F8 2.460 3.064 7.572
F9 3.096 2.183 9.620
F10 4.726 2.375 7.747
F11 4.154 0.446 8.565
F12 3.309 1.120 6.562
P3 -4.868 -6.297 -1.112
F13 -4.602 -5.926 -2.699
F14 -5.704 -4.877 -0.935
F15 -6.293 -7.052 -1.164
F16 -4.995 -6.531 0.488
F17 -4.073 -7.734 -1.343
F18 -3.426 -5.555 -0.907

=====

[2]
The following is a DFT calculation (the ωB97M-V functional and the def2-TZVPD basis) of 10 unconnected molecules or ions with the total composition C48H89N2O18.

Calculated values
Charge: +1
HOMO-LUMO gap in eV: 8.59
2S+1: 1

CARTESIAN COORDINATES (ANGSTROEM)
C1 -0.879 -1.731 1.221
C2 0.391 -1.522 0.350
N1 0.721 -0.062 0.325
C3 1.168 0.686 1.413
C4 1.560 1.938 0.929
N2 1.224 1.999 -0.381
C5 0.597 0.796 -0.730
C6 1.299 3.215 -1.262
H1 -1.723 -1.227 0.750
H2 -0.787 -1.288 2.213
H3 -1.058 -2.784 1.437
H4 0.273 -1.831 -0.689
H5 1.208 -2.045 0.847
H6 1.245 0.118 2.328
H7 2.014 2.818 1.359
H8 0.181 0.605 -1.709
H9 1.486 4.147 -0.729
H10 0.329 3.374 -1.732
H11 1.963 2.938 -2.082
C7 4.257 5.063 0.758
C8 4.628 3.904 0.146
C9 4.926 2.745 0.934
C10 4.815 2.829 2.313
C11 4.623 4.109 2.918
C12 4.267 5.196 2.183
O1 3.922 6.379 2.817
O2 5.301 1.621 0.282
H12 4.105 5.983 0.214
H13 4.700 3.932 -0.931
H14 5.161 2.002 2.914
H15 4.681 4.313 3.977
H16 3.698 7.035 2.153
H17 5.943 1.048 0.708
C13 -2.498 5.344 -3.639
C14 -1.113 5.067 -3.780
C15 -0.114 5.605 -3.045
C16 -0.509 6.425 -1.923
C17 -1.854 6.620 -1.731
C18 -2.862 6.179 -2.560
O3 -4.209 6.403 -2.234
O4 1.176 5.376 -3.318
H18 -3.235 4.848 -4.254
H19 -0.870 4.357 -4.557
H20 0.190 6.630 -1.126
H21 -2.107 7.025 -0.762
H22 -4.798 6.228 -2.972
H23 1.807 5.854 -2.775
C19 4.358 1.891 -3.408
C20 3.324 0.969 -3.641
C21 2.456 1.173 -4.696
C22 2.630 2.220 -5.575
C23 3.716 3.115 -5.423
C24 4.567 2.927 -4.301
O5 5.612 3.813 -4.130
O6 1.464 0.252 -4.878
H24 5.111 1.653 -2.671
H25 3.116 0.072 -3.077
H26 1.978 2.268 -6.435
H27 3.881 3.974 -6.057
H28 5.638 4.265 -4.977
H29 1.021 0.515 -5.688
C25 -2.933 -1.776 -2.102
O7 -1.599 -1.306 -2.281
C26 -1.090 -1.831 -3.582
C27 -0.794 -3.387 -3.541
O8 -0.061 -3.685 -2.328
C28 0.760 -4.856 -2.415
H30 -2.914 -2.861 -2.003
H31 -3.543 -1.431 -2.938
H32 -3.322 -1.421 -1.148
H33 -0.242 -1.233 -3.915
H34 -1.851 -1.616 -4.333
H35 -0.247 -3.605 -4.458
H36 -1.723 -3.932 -3.371
H37 1.062 -4.961 -1.373
H38 1.548 -4.949 -3.162
H39 0.154 -5.735 -2.637
C29 -2.157 1.521 -3.546
O9 -1.812 2.150 -2.287
C30 -3.032 2.414 -1.507
C31 -2.571 2.755 -0.080
O10 -2.263 1.554 0.680
C32 -2.388 1.736 2.122
H40 -1.279 1.054 -3.993
H41 -2.610 2.230 -4.239
H42 -2.850 0.691 -3.410
H43 -3.655 1.520 -1.515
H44 -3.719 3.118 -1.976
H45 -3.490 3.193 0.308
H46 -1.835 3.559 -0.085
H47 -1.672 2.507 2.409
H48 -2.067 0.830 2.637
H49 -3.375 1.969 2.521
C33 -5.714 -7.744 2.865
O11 -4.418 -7.640 2.383
C34 -3.806 -6.321 2.503
C35 -2.325 -6.348 2.225
O12 -2.034 -6.576 0.876
C36 -2.114 -5.480 -0.039
H50 -5.852 -7.565 3.931
H51 -5.963 -8.799 2.747
H52 -6.451 -7.300 2.196
H53 -3.949 -6.059 3.551
H54 -4.356 -5.694 1.801
H55 -1.879 -7.119 2.852
H56 -1.823 -5.482 2.657
H57 -1.400 -4.691 0.197
H58 -3.124 -5.071 -0.018
H59 -1.849 -5.912 -1.004
C37 1.786 -4.696 2.204
O13 2.769 -3.897 1.758
C38 3.368 -4.520 0.613
C39 4.328 -3.546 -0.158
O14 5.507 -3.416 0.643
C40 6.740 -3.196 -0.121
H60 1.083 -4.943 1.409
H61 1.335 -3.999 2.910
H62 2.209 -5.566 2.705
H63 2.526 -4.740 -0.044
H64 3.948 -5.398 0.898
H65 3.996 -2.509 -0.200
H66 4.588 -3.699 -1.206
H67 7.512 -2.651 0.423
H68 6.577 -2.367 -0.810
H69 7.202 -3.989 -0.709
C41 1.819 -1.800 4.519
O15 1.743 -0.427 4.610
C42 2.929 0.382 4.669
C43 2.492 1.839 5.119
O16 1.828 2.397 4.004
C44 1.212 3.705 4.194
H70 2.648 -2.129 3.893
H71 0.914 -2.163 4.031
H72 2.087 -2.307 5.446
H73 3.523 0.632 3.790
H74 3.515 -0.010 5.500
H75 3.352 2.498 5.240
H76 1.961 1.949 6.064
H77 0.586 4.033 3.364
H78 2.026 4.430 4.182
H79 0.553 3.776 5.059
C45 -3.902 -2.661 2.837
O17 -4.277 -1.965 1.597
C46 -5.104 -0.808 1.894
C47 -5.310 0.136 0.679
O18 -6.435 0.979 0.828
C48 -7.572 0.616 0.029
H80 -3.452 -1.928 3.507
H81 -3.204 -3.423 2.492
H82 -4.734 -2.974 3.467
H83 -4.715 -0.147 2.669
H84 -6.057 -1.170 2.279
H85 -5.349 -0.472 -0.225
H86 -4.390 0.703 0.538
H87 -8.409 1.118 0.513
H88 -7.820 -0.443 0.100
H89 -7.428 0.983 -0.988

=====

[3]
The following is a DFT calculation (the ωB97M-V functional and the def2-TZVPD basis) of 12 unconnected molecules or ions with the total composition C48H90N2O10.

Calculated values
Charge: 0
HOMO-LUMO gap in eV: 8.64
2S+1: 1

CARTESIAN COORDINATES (ANGSTROEM)
C1 -4.264 -19.225 3.555
C2 -4.899 -17.963 3.581
C3 -4.149 -17.158 4.395
N1 -3.063 -17.935 4.773
C4 -3.128 -19.176 4.305
H1 -4.530 -20.105 2.966
H2 -5.807 -17.649 3.102
H3 -4.193 -16.133 4.651
H4 -2.222 -17.578 5.283
H5 -2.442 -19.886 4.549
C5 -0.675 -22.292 3.173
C6 -0.902 -23.293 4.176
C7 -0.655 -24.469 3.530
N2 -0.465 -24.205 2.212
C8 -0.480 -22.890 1.988
H6 -0.932 -21.280 3.388
H7 -1.204 -23.047 5.219
H8 -0.700 -25.491 3.826
H9 -0.418 -24.902 1.465
H10 -0.368 -22.514 1.018
C9 2.861 -21.904 2.613
C10 3.090 -22.554 1.260
C11 3.983 -23.754 1.599
O1 3.546 -24.180 2.894
C12 3.002 -23.115 3.610
H11 1.803 -21.478 2.684
H12 3.583 -21.117 2.764
H13 3.493 -21.904 0.483
H14 2.166 -23.001 1.010
H15 5.064 -23.431 1.673
H16 3.879 -24.536 0.869
H17 3.557 -22.870 4.553
H18 1.995 -23.485 3.878
C13 -0.356 -26.473 6.862
C14 0.412 -27.273 7.918
C15 -0.175 -28.676 7.809
O2 -0.614 -28.815 6.495
C16 -1.012 -27.544 5.996
H19 0.289 -25.816 6.342
H20 -1.139 -25.853 7.315
H21 0.244 -26.712 8.876
H22 1.467 -27.254 7.672
H23 -0.997 -28.883 8.480
H24 0.620 -29.402 7.914
H25 -2.141 -27.374 6.015
H26 -0.671 -27.471 4.985
C17 0.249 -18.880 2.797
C18 1.619 -18.767 3.519
C19 1.364 -17.542 4.326
O3 0.265 -16.804 3.781
C20 -0.243 -17.484 2.670
H27 -0.509 -19.430 3.366
H28 0.245 -19.357 1.821
H29 2.502 -18.681 2.864
H30 1.846 -19.692 4.120
H31 2.148 -16.856 4.493
H32 1.042 -17.951 5.304
H33 0.176 -16.979 1.783
H34 -1.347 -17.276 2.739
C21 2.029 -18.557 -0.800
C22 2.890 -18.702 -1.990
C23 4.345 -18.647 -1.348
O4 4.210 -18.014 -0.096
C24 2.855 -17.565 0.027
H35 1.796 -19.528 -0.362
H36 1.081 -18.101 -1.003
H37 2.734 -17.899 -2.701
H38 2.792 -19.602 -2.529
H39 4.988 -18.239 -2.143
H40 4.728 -19.630 -1.131
H41 2.829 -16.535 -0.440
H42 2.664 -17.422 1.095
C25 4.851 -26.370 4.818
C26 5.157 -26.948 3.424
C27 4.351 -28.249 3.461
O5 3.193 -27.968 4.254
C28 3.325 -26.673 4.830
H43 4.950 -25.270 4.930
H44 5.218 -26.962 5.677
H45 6.157 -27.241 3.207
H46 4.795 -26.181 2.752
H47 4.963 -29.042 3.798
H48 3.875 -28.497 2.508
H49 2.893 -26.749 5.828
H50 2.700 -25.895 4.329
C29 -0.545 -28.710 1.009
C30 0.595 -28.178 2.005
C31 1.169 -27.083 1.135
O6 0.064 -26.421 0.505
C32 -0.995 -27.473 0.221
H51 -1.302 -29.285 1.465
H52 -0.011 -29.431 0.317
H53 1.111 -29.086 2.359
H54 0.142 -27.735 2.896
H55 1.818 -27.464 0.367
H56 1.683 -26.243 1.625
H57 -0.906 -27.618 -0.850
H58 -1.930 -27.048 0.543
C33 -3.861 -24.430 6.791
C34 -3.674 -25.044 8.158
C35 -3.649 -23.834 9.064
O7 -3.649 -22.652 8.235
C36 -4.256 -22.988 7.017
H59 -4.516 -24.956 6.114
H60 -2.907 -24.456 6.229
H61 -2.814 -25.820 8.212
H62 -4.545 -25.597 8.419
H63 -2.841 -23.768 9.742
H64 -4.502 -23.870 9.749
H65 -3.775 -22.255 6.336
H66 -5.328 -22.856 7.151
C37 -4.319 -24.567 -1.014
C38 -3.795 -24.589 0.391
C39 -4.113 -23.177 0.847
O8 -4.001 -22.367 -0.345
C40 -3.884 -23.185 -1.479
H67 -5.375 -24.730 -0.995
H68 -3.805 -25.266 -1.684
H69 -2.732 -24.820 0.570
H70 -4.390 -25.287 1.030
H71 -3.411 -22.700 1.557
H72 -5.161 -23.044 1.245
H73 -2.821 -23.297 -1.749
H74 -4.468 -22.787 -2.270
C41 0.297 -21.675 -3.355
C42 -0.457 -20.476 -2.813
C43 -0.845 -20.950 -1.417
O9 -0.130 -22.178 -1.144
C44 0.896 -22.215 -2.061
H75 1.052 -21.445 -4.074
H76 -0.316 -22.457 -3.805
H77 -1.231 -20.098 -3.481
H78 0.283 -19.674 -2.699
H79 -1.892 -21.189 -1.393
H80 -0.659 -20.156 -0.699
H81 1.346 -23.249 -1.939
H82 1.659 -21.465 -1.735
C45 -0.331 -22.672 8.122
C46 0.983 -22.811 7.331
C47 1.017 -21.592 6.410
O10 -0.210 -20.982 6.574
C48 -0.658 -21.225 7.834
H83 -0.156 -22.680 9.227
H84 -1.180 -23.306 7.859
H85 1.109 -23.747 6.845
H86 1.931 -22.751 7.914
H87 1.217 -21.968 5.373
H88 1.856 -21.082 6.831
H89 -1.724 -21.056 7.884
H90 -0.159 -20.645 8.558

=====

| no. | energy (eV) | HOMO energy (eV) |
| --- | --- | --- |
| 1 | -151796.502 | -15.77 |
| 2 | -91037.888 | -10.21 |
| 3 | -74682.985 | -8.04 |